# 1
C13H20NO2 | ωB97M-V/def2-TZVPD

```
36
C13H20NO2 (ωB97M-V/def2-TZVPD)
C -1.189 -2.807 -3.799
C -1.181 -3.412 -2.338
C -0.643 -2.414 -1.326
O 0.374 -2.731 -0.687
O -1.476 -1.396 -1.028
C -1.007 -0.243 -0.409
C -0.070 -0.290 0.708
C 0.553 0.967 1.055
N 1.536 1.059 2.263
C 1.562 2.503 2.757
C 1.053 0.248 3.462
C 2.889 0.661 1.807
C 0.208 2.075 0.198
C -0.764 2.021 -0.780
C -1.363 0.893 -1.106
C -2.506 0.957 -2.197
H -1.659 -1.783 -3.739
H -0.148 -2.656 -4.025
H -1.759 -3.389 -4.539
H -0.694 -4.464 -2.302
H -2.232 -3.509 -2.013
H 0.156 -1.178 1.199
H 2.182 3.200 2.072
H 0.546 2.862 2.831
H 2.009 2.565 3.843
H 0.707 -0.703 3.096
H 1.812 0.146 4.242
H 0.133 0.652 3.981
H 3.135 1.184 0.859
H 2.942 -0.403 1.572
H 3.670 0.819 2.574
H 0.675 3.045 0.361
H -1.128 2.891 -1.361
H -2.777 1.947 -2.426
H -3.377 0.373 -1.779
H -2.171 0.312 -3.025
```

- Energy relative to the best compared isomer or geometry (same formula, charge and spin): 42.64 kcal per mole
- SMILES: CCC(=O)Oc1cc([N+](C)(C)C)ccc1C
- Total energy: -19382.342 eV
- Charge: +1
- LUMO: -2.49 eV
- HOMO energy: -12.61 eV



# 2
C13H20O2 | ωB97M-V/def2-TZVPD

```
35
C13H20O2 (ωB97M-V/def2-TZVPD)
C 2.822 -0.614 0.551
C 3.000 -1.586 -0.576
C 1.891 -2.566 -0.034
C 0.567 -1.876 0.576
C -1.412 -1.167 -0.050
C -2.300 -2.111 -0.164
C -3.636 -1.736 -0.199
C -4.066 -0.408 -0.010
C -3.108 0.507 0.182
C -1.701 0.206 0.248
C -0.173 1.649 -0.724
C 0.878 2.764 -0.400
C 0.219 4.074 0.143
H 1.838 -0.268 0.450
H 2.940 -0.946 1.671
H 3.360 0.465 0.840
H 3.042 -0.921 -1.489
H 4.024 -2.030 -0.781
H 2.180 -2.963 0.876
H 1.734 -3.427 -0.762
H -0.059 -2.623 1.210
H 0.889 -1.062 1.367
H -1.787 -3.258 -0.442
H -4.491 -2.389 -0.556
H -5.202 -0.117 -0.101
H -3.306 1.365 0.864
H 0.460 0.986 -1.276
H -1.034 1.939 -1.408
H 1.419 2.066 0.663
H 1.767 2.940 -1.158
H 0.069 4.226 1.336
H 0.664 5.016 -0.186
H -0.677 4.089 -0.716
O 0.009 -1.358 -0.523
O -0.822 1.139 0.576
```

- Energy relative to the best compared isomer or geometry (same formula, charge and spin): 190.24 kcal per mole
- Total energy: -17891.739 eV
- Charge: 0
- LUMO: 0.97 eV
- HOMO energy: -8.68 eV



# 3
C13H21AlBrClFNO4PSSi2 | ωB97M-V/def2-TZVPD

```
47
C13H21AlBrClFNO4PSSi2 (ωB97M-V/def2-TZVPD)
C 2.405 -3.483 -2.388
C 1.806 -2.176 -1.532
C 1.079 -1.214 -2.665
Si -0.439 -0.203 -1.932
C -0.352 1.682 -2.279
C 1.130 2.362 -2.241
O 2.304 1.767 -2.045
F 1.190 3.847 -2.516
O -0.871 -0.681 -0.312
Si -0.178 0.295 0.952
Br 2.151 0.306 0.975
C -0.942 2.067 1.148
C 0.135 3.294 1.000
C 0.579 3.909 2.491
Cl 2.389 4.380 2.394
C -0.643 -0.626 2.623
C -0.587 0.124 4.118
C -0.963 -0.847 5.373
N -1.338 -2.288 5.428
C -1.435 -2.989 4.117
C -1.089 -2.194 2.740
P -2.170 -0.906 -3.184
O -3.598 -0.203 -2.406
O -2.356 -2.636 -3.119
S -2.090 -0.190 -5.016
H 2.997 -3.042 -3.325
H 3.238 -4.038 -1.743
H 1.561 -4.201 -2.767
H 2.776 -1.583 -1.187
H 1.108 -2.489 -0.647
H 1.871 -0.531 -3.189
H 0.700 -1.967 -3.510
H -1.088 2.341 -1.616
H -0.754 1.831 -3.394
H -1.418 2.177 2.238
H -1.873 2.190 0.411
H -0.352 4.159 0.336
H 1.141 3.018 0.470
H 0.514 3.034 3.265
H -0.137 4.806 2.717
H -0.292 1.260 4.240
H -0.905 -0.306 6.439
H -1.736 -4.143 4.081
H -1.151 -2.815 1.730
H -3.636 -0.643 -1.484
H -2.727 -2.899 -2.206
Al 4.041 0.443 -2.580
```

- Total energy: -151222.501 eV
- Charge: +3
- LUMO: -15.40 eV
- HOMO energy: -17.13 eV



# 4
C13H21AsBF4NO2SZn | ωB97M-V/def2-TZVPD

```
45
C13H21AsBF4NO2SZn (ωB97M-V/def2-TZVPD)
Zn 1.027 0.201 0.215
C -0.116 2.914 2.522
As -0.875 1.152 2.535
C -2.439 1.134 1.440
C -1.473 0.802 4.334
O 0.252 -0.007 2.150
H -0.902 3.662 2.627
H 0.386 2.997 1.547
H 0.605 2.999 3.334
H -3.197 1.793 1.864
H -2.843 0.124 1.387
H -2.155 1.464 0.443
H -2.186 1.561 4.651
H -0.608 0.794 4.995
H -1.952 -0.175 4.345
O 4.219 -2.478 1.596
S 3.146 -1.470 1.573
N 2.443 -1.206 0.303
F -4.453 -1.348 1.602
B -5.753 -0.911 1.950
F -5.980 -1.169 3.320
F -5.853 0.479 1.716
F -6.708 -1.597 1.176
C 2.533 1.792 -2.198
C 1.065 2.201 -2.042
C 0.292 1.499 -3.187
C 0.569 1.841 -0.644
C 0.894 3.711 -2.210
C 1.958 4.610 -2.287
C 1.752 5.982 -2.397
C 0.469 6.502 -2.445
C -0.608 5.622 -2.382
C -0.395 4.259 -2.271
H 2.607 0.708 -2.091
H 3.144 2.237 -1.412
H 2.943 2.066 -3.179
H 0.468 0.425 -3.107
H 0.607 1.845 -4.184
H -0.782 1.656 -3.087
H -0.453 2.223 -0.523
H 2.973 4.239 -2.246
H 2.609 6.647 -2.444
H 0.306 7.570 -2.530
H -1.622 6.004 -2.416
H -1.247 3.594 -2.206
```

- Energy relative to the best compared isomer or geometry (same formula, charge and spin): 5.58 kcal per mole
- Total energy: -151050.949 eV
- Charge: -2
- LUMO: 4.64 eV
- HOMO energy: -0.07 eV



# 5
C13H21AuCl2N6O3 | ωB97M-V/def2-TZVPD

```
46
C13H21AuCl2N6O3 (ωB97M-V/def2-TZVPD)
Au 0.454 -0.409 -0.204
Cl 1.075 -3.397 1.349
C -0.444 -2.706 1.983
Cl -0.108 -1.237 2.939
C -1.471 -2.465 0.853
O -2.446 -3.190 0.889
O -1.226 -1.589 -0.052
H -0.856 -3.435 2.668
C -0.432 2.978 -0.035
N -1.316 4.139 0.065
C -2.097 4.007 1.301
N -2.884 2.772 1.337
C -1.964 1.642 1.207
N -1.180 1.716 -0.035
C -2.120 1.731 -1.166
N -3.042 2.863 -1.091
C -2.251 4.095 -1.065
C -3.777 2.766 0.174
H 0.261 2.976 0.809
H 0.145 3.043 -0.961
H -2.772 4.861 1.385
H -1.414 4.017 2.153
H -2.526 0.706 1.207
H -1.277 1.634 2.056
H -2.681 0.795 -1.161
H -1.548 1.791 -2.095
H -2.927 4.950 -0.998
H -1.684 4.172 -1.996
H -4.356 1.841 0.177
H -4.464 3.611 0.250
N 2.330 0.472 -0.255
C 3.450 0.189 -0.295
N 4.729 -0.076 -0.352
C 5.496 0.151 -1.583
C 6.925 0.474 -1.188
O 7.463 -0.548 -0.371
C 6.745 -0.666 0.845
C 5.305 -1.058 0.583
H 5.043 0.972 -2.136
H 5.471 -0.754 -2.197
H 6.957 1.434 -0.659
H 7.555 0.538 -2.073
H 6.781 0.283 1.394
H 7.243 -1.434 1.434
H 4.718 -1.056 1.500
H 5.256 -2.053 0.132
```

- Energy relative to the best compared isomer or geometry (same formula, charge and spin): 7.82 kcal per mole
- Total energy: -57640.649 eV
- Charge: 0
- LUMO: 0.19 eV
- HOMO energy: -8.08 eV



# 6
C13H21BCl2FN2O6P2S | ωB97M-V/def2-TZVPD

```
49
C13H21BCl2FN2O6P2S (ωB97M-V/def2-TZVPD)
C -1.622 -4.069 0.999
C -2.816 -3.195 0.293
N -2.932 -1.763 0.765
C -1.866 -0.864 0.112
C -0.589 -0.348 0.995
P -0.244 -0.685 2.840
C -1.646 -1.616 3.728
C -0.070 0.975 3.845
C 0.556 0.582 0.205
C 1.882 1.083 1.065
O 1.856 2.317 1.642
O 3.131 0.325 1.227
B 2.962 -1.113 0.940
O 2.622 -2.130 1.996
O 3.169 -1.697 -0.433
C 0.293 0.955 -1.397
C 1.433 1.893 -2.110
Cl 3.147 1.093 -2.137
C 1.516 3.400 -1.386
C 3.041 3.834 -0.966
Cl 0.921 4.727 -2.593
C -1.090 0.396 -2.154
P -1.279 0.913 -3.980
O -1.221 2.689 -3.990
O 0.160 0.397 -4.885
S -2.932 0.423 -4.855
N -2.041 -0.479 -1.358
F -3.177 -0.989 -1.952
H -0.957 -3.481 1.761
H -0.951 -4.498 0.110
H -2.151 -5.028 1.473
H -2.718 -3.269 -0.885
H -3.863 -3.712 0.545
H -3.897 -1.426 0.498
H -1.610 -1.280 4.873
H -1.484 -2.798 3.763
H -2.741 -1.334 3.365
H 1.059 1.236 4.061
H -0.686 0.923 4.862
H -0.543 1.834 3.173
H 2.730 -3.044 1.554
H 4.113 -1.412 -0.696
H 1.219 2.138 -3.254
H 0.776 3.443 -0.467
H 3.552 3.141 -0.170
H 3.786 3.955 -1.870
H 2.952 4.908 -0.454
H -1.649 2.927 -3.115
H -0.102 -0.276 -5.583
```

- SMILES: CCNc1c(P(C)C)c(C(=O)OB(O)O)c([C@H](Cl)[C@@H](C)Cl)c(P(O)(O)=S)[n+]1F
- Total energy: -86920.955 eV
- Charge: +1
- LUMO: -5.78 eV
- HOMO energy: -11.63 eV